This record from the Open Molecules 2025 dataset describes a structure of composition C35H23F6N4O8P2RuSe. The level of theory is ωB97M-V/def2-TZVPD.

Output
gap between HOMO and LUMO	5.985	eV
charge	-1
E	-5947.02388	a.u.
strongest force on any atom	2.31	eV/Å

XYZ file:
```
80
Properties=species:S:1:pos:R:3:forces:R:3
Ru 0.5300 0.7086 -0.3218 0.29 -0.88 -1.14
O 3.8181 1.3225 4.6092 -0.15 -0.16 -0.05
C 4.5659 1.5183 3.5414 0.08 0.06 -0.02
O 5.7473 1.7802 3.6144 -0.13 0.02 -0.02
C 3.9002 1.3976 2.2142 -0.08 -0.13 0.13
C 4.5441 1.6574 1.0300 0.15 0.00 -0.15
N 3.6782 1.3830 0.0426 0.15 -0.04 -0.45
N 2.5022 0.9782 0.5090 -0.91 -0.05 0.29
C 2.6019 0.9903 1.8277 0.30 0.10 0.29
C 1.3677 0.6672 2.6086 0.11 -0.14 0.17
O 1.4303 0.5931 3.8537 0.11 0.05 -0.38
O 0.3553 0.4745 1.8880 -0.73 0.14 0.38
H 2.8792 1.0338 4.3571 0.00 0.09 0.06
H 5.5463 2.0185 0.8514 -0.15 -0.07 -0.01
H 3.7662 1.5671 -0.9424 -0.05 0.04 -0.13
C 3.5427 -4.5008 0.9878 0.05 0.07 -0.02
C 3.9179 -3.2400 0.5313 -0.03 0.00 0.00
C 2.9547 -2.3415 0.0985 0.00 -0.07 0.13
C 1.6053 -2.6958 0.1103 -0.17 -0.13 -0.02
C 1.2362 -3.9510 0.5844 0.08 -0.01 0.05
C 2.2029 -4.8512 1.0268 -0.12 0.02 -0.01
P 0.4463 -1.5109 -0.6656 0.35 1.11 0.19
C -1.2087 -2.2664 -0.4007 0.28 0.69 1.07
C -1.9964 -2.5952 -1.4030 -0.93 -0.57 -0.66
C -3.4051 -3.0275 -1.2091 0.74 0.05 -0.72
C -3.9620 -3.1129 -0.0188 -0.47 0.24 0.58
C -3.2572 -2.6291 1.2000 0.13 0.16 -0.15
C -1.8128 -2.1117 0.9911 -0.10 0.00 -0.42
C 0.8520 -1.7172 -2.4218 -0.10 -0.15 -0.01
C 0.8838 -2.9082 -3.0989 0.06 -0.05 -0.12
C 1.2822 -2.9290 -4.4550 -0.02 -0.07 0.13
C 1.6425 -1.7660 -5.0808 0.01 0.06 0.00
C 1.6268 -0.5226 -4.3999 0.01 -0.03 0.08
C 1.9966 0.6944 -5.0246 0.01 -0.04 -0.04
C 1.9381 1.8574 -4.3104 -0.01 0.05 0.14
C 1.5182 1.8767 -2.9526 0.19 -0.09 -0.24
C 1.1694 0.7250 -2.2751 -0.22 0.29 0.20
C 1.2252 -0.4942 -3.0378 -0.01 -0.01 -0.09
H 4.2976 -5.2089 1.3099 -0.03 0.06 0.02
H 4.9648 -2.9583 0.5125 -0.06 -0.01 0.00
H 3.2343 -1.3558 -0.2531 0.05 -0.03 -0.02
H 0.1900 -4.2396 0.5998 0.04 -0.03 -0.06
H 1.9067 -5.8296 1.3931 0.02 0.10 -0.04
H -1.5982 -2.5740 -2.4108 -0.14 -0.06 0.02
H -3.9732 -3.3262 -2.0835 0.12 0.02 0.02
H -4.9770 -3.4720 0.1168 0.09 0.07 -0.02
H -3.3294 -3.3448 2.0071 0.03 -0.06 0.26
H -1.1248 -2.4617 1.7500 0.07 0.04 0.28
H 0.6130 -3.8346 -2.5973 0.06 0.06 -0.05
H 1.3137 -3.8713 -4.9919 -0.02 0.06 0.03
H 1.9520 -1.7833 -6.1223 -0.02 0.01 0.06
H 2.3149 0.6848 -6.0634 -0.04 0.01 0.08
H 2.2064 2.7950 -4.7894 -0.03 -0.06 0.05
H 1.4594 2.8359 -2.4529 -0.02 0.01 0.02
F 0.2067 2.9774 -0.2941 0.23 -0.19 0.10
P 0.9400 4.3848 0.2567 -0.26 0.15 0.10
F 2.3567 3.8358 -0.2840 0.14 -0.13 -0.05
F 1.1901 3.6558 1.6686 0.04 -0.16 0.09
F 0.6495 5.0355 -1.1775 0.01 0.06 -0.17
F -0.5104 4.8717 0.7702 -0.12 0.01 0.06
F 1.6170 5.7284 0.7898 0.11 0.11 0.00
O -3.9611 -1.4077 1.6977 -0.78 -1.13 -0.08
C -3.1716 -0.4100 1.5878 -0.93 0.83 0.35
O -2.0004 -0.6725 1.2650 2.14 -0.42 -0.76
C -3.5735 0.9464 1.8281 0.15 0.08 0.86
C -2.5929 1.9329 1.8525 0.09 -0.02 0.07
C -2.9747 3.2529 2.0273 0.07 0.10 0.02
C -4.3136 3.5650 2.1635 -0.10 0.29 -0.05
C -5.2618 2.5528 2.1445 -0.34 0.17 0.11
C -4.9207 1.2405 1.9846 -0.25 -0.26 0.20
N -6.7007 2.9010 2.2777 0.43 -0.12 -0.01
O -7.4956 1.9864 2.3663 0.00 0.07 -0.01
O -6.9879 4.0790 2.2981 -0.09 0.01 0.01
H -1.5503 1.6642 1.7359 0.07 0.01 0.00
H -2.2215 4.0280 2.0391 -0.01 -0.01 -0.05
H -4.6445 4.5895 2.2713 0.04 -0.05 0.02
H -5.6825 0.4765 1.9304 0.05 0.04 0.00
Se -1.6846 0.8628 -1.8579 0.36 0.14 0.35
C -3.3606 0.8923 -1.0908 -0.32 -0.13 0.04
N -4.4327 0.9023 -0.6344 0.44 -0.21 -0.87
```
Forces are in eV/Å.

Atomic partial charges in e from the Löwdin method, atoms 1 to 8: atom 1 (Ru): 0.768, atom 2 (O): 0.115, atom 3 (C): -0.508, atom 4 (O): 0.075, atom 5 (C): -0.043, atom 6 (C): 0.007, atom 7 (N): 0.043, atom 8 (N): -0.020

---

This record from the Open Molecules 2025 dataset describes a structure of composition C35H24Cl5CoN7O3S. The level of theory is ωB97M-V/def2-TZVPD.

Output
multiplicity	2
gap between HOMO and LUMO (alpha / beta)	5.554 / 5.537	eV
charge	-2
E	-6039.08571	a.u.
strongest force on any atom	0.66	eV/Å

XYZ file:
```
76
Properties=species:S:1:pos:R:3:forces:R:3
Co -0.7360 -0.9231 -1.6187 -0.09 -0.15 -0.04
Cl -2.9847 -3.2292 -0.3810 0.04 0.01 -0.02
C -2.3428 -3.4806 -1.9888 -0.06 0.01 0.09
C -1.4159 -2.5815 -2.5225 -0.02 0.05 -0.02
C -0.9984 -2.9180 -3.8198 0.07 0.01 -0.06
Cl 0.1792 -1.9318 -4.6383 -0.04 -0.01 0.02
C -1.4641 -4.0256 -4.5273 0.00 -0.04 -0.02
Cl -0.9141 -4.3730 -6.1388 0.00 0.02 0.04
C -2.3854 -4.8850 -3.9407 0.01 0.01 -0.02
Cl -2.9743 -6.2724 -4.7993 0.01 0.01 0.02
C -2.8231 -4.6095 -2.6545 -0.03 -0.05 0.01
Cl -3.9631 -5.6905 -1.9110 0.02 0.02 -0.01
C -2.8183 2.5248 4.2219 -0.02 -0.03 0.00
O -2.1871 3.7854 4.2951 0.04 0.01 -0.03
C -1.7840 4.3287 3.0953 -0.01 0.00 0.00
C -2.2606 3.9172 1.8580 -0.01 0.00 0.04
C -1.7596 4.4803 0.6936 -0.07 0.15 -0.12
C -0.7818 5.4791 0.7271 0.18 -0.17 0.24
C -0.3762 5.9286 1.9894 0.06 -0.05 -0.02
C -0.8488 5.3551 3.1546 0.00 -0.01 0.03
N -0.2370 6.1718 -0.3736 -0.47 0.13 -0.45
N -0.1977 5.6961 -1.5615 0.38 0.08 0.41
C -0.2119 4.3727 -1.9040 -0.13 -0.16 -0.19
C -0.6333 4.1320 -3.2328 0.00 0.07 0.10
C -0.8791 2.8930 -3.7495 -0.01 -0.12 0.07
C -0.6956 1.7135 -2.9533 -0.01 0.08 0.04
O -0.8829 0.5612 -3.3588 0.05 0.06 -0.03
C -0.1665 1.9384 -1.5817 -0.12 -0.08 -0.16
N 0.0594 0.8170 -0.8679 0.05 0.07 -0.02
C 0.7516 0.9038 0.2517 0.01 -0.05 -0.01
C 1.2382 2.1206 0.7292 0.00 0.02 0.04
C 0.9292 3.2794 0.0646 0.02 -0.04 -0.03
C 0.1670 3.2211 -1.1175 0.01 0.10 0.09
H -2.8854 2.1519 5.2425 0.00 0.01 0.00
H -2.2362 1.8265 3.6126 0.00 0.00 0.00
H -3.8282 2.5995 3.8048 0.00 0.01 0.00
H -2.9997 3.1326 1.7748 0.01 -0.01 -0.01
H -2.1378 4.1227 -0.2534 0.02 -0.03 -0.02
H 0.3496 6.7322 2.0290 0.01 0.00 0.00
H -0.4895 5.6795 4.1237 -0.02 0.01 0.00
H -0.8139 5.0189 -3.8312 0.02 0.01 -0.01
H -1.2256 2.7576 -4.7655 0.00 0.00 0.00
H 0.9517 -0.0274 0.7614 -0.01 -0.01 -0.01
H 1.8381 2.1379 1.6301 0.01 0.00 -0.01
H 1.2920 4.2302 0.4268 -0.01 0.00 0.00
C 2.2785 -2.5316 4.1659 -0.01 -0.01 -0.01
C 1.0401 -3.3443 3.7843 0.01 0.03 0.00
C 0.1056 -2.5609 2.9174 0.06 -0.04 0.04
N 0.2144 -2.4907 1.6418 -0.05 0.04 -0.01
N -0.7015 -1.6711 1.0463 0.16 -0.04 0.08
C -1.5024 -1.1103 1.9011 -0.15 0.02 -0.09
N -2.4594 -0.2229 1.5512 0.10 0.10 -0.06
S -1.1869 -1.5720 3.5532 0.00 0.01 0.06
H 2.9797 -3.1354 4.7446 0.00 0.00 0.02
H 2.0055 -1.6571 4.7591 0.00 0.01 -0.01
H 2.7844 -2.1866 3.2642 0.01 0.00 0.00
H 0.5163 -3.6796 4.6825 0.01 -0.04 -0.01
H 1.3369 -4.2277 3.2180 -0.01 0.00 0.00
H -2.6324 -0.1541 0.5285 -0.03 0.00 0.04
H -3.2246 -0.0739 2.1822 -0.06 -0.06 -0.05
O -4.7961 0.2129 -2.1528 -0.05 0.01 -0.03
C -3.6894 -0.0055 -1.7491 0.00 0.03 0.07
N -2.6103 -0.2053 -1.2986 0.01 0.02 0.04
C 1.0184 -1.6567 -1.6129 0.07 0.01 0.01
C 2.1506 -2.0860 -1.4633 0.04 0.01 -0.02
C 3.4727 -2.5805 -1.2809 -0.01 -0.03 0.03
C 4.1190 -3.3325 -2.2735 -0.01 -0.01 -0.03
C 5.4036 -3.8152 -2.0850 0.01 0.00 0.00
C 6.0882 -3.5669 -0.9011 0.00 0.00 0.01
C 5.4633 -2.8230 0.0932 0.02 -0.01 -0.01
C 4.1797 -2.3380 -0.0927 -0.02 0.02 0.02
H 3.5860 -3.5282 -3.1952 0.00 0.00 0.00
H 5.8771 -4.3930 -2.8708 0.00 0.00 0.00
H 7.0917 -3.9486 -0.7548 0.00 0.01 0.00
H 5.9835 -2.6181 1.0225 0.00 0.00 0.01
H 3.6906 -1.7583 0.6805 0.00 -0.01 0.00
```
Forces are in eV/Å.

Atomic partial charges in e from the Löwdin method, atoms 1 to 8: atom 1 (Co): 0.322, atom 2 (Cl): 0.661, atom 3 (C): -0.647, atom 4 (C): -0.202, atom 5 (C): -0.650, atom 6 (Cl): 0.684, atom 7 (C): -0.709, atom 8 (Cl): 0.606

---

This record from the Open Molecules 2025 dataset describes a structure of composition C35H24ClN3O6PPdS. The level of theory is ωB97M-V/def2-TZVPD.

Output
gap between HOMO and LUMO	6.445	eV
charge	-1
E	-3291.55396	a.u.
strongest force on any atom	3.96	eV/Å

XYZ file:
```
72
Properties=species:S:1:pos:R:3:forces:R:3
Pd -0.8768 -1.5317 -0.4496 0.30 -0.08 0.25
Cl -6.9383 1.3796 -3.8752 -0.24 0.09 -0.09
C -5.3685 0.8889 -3.3131 -0.14 -0.19 0.22
C -4.2253 1.4020 -3.9473 0.06 -0.09 0.16
C -2.9886 1.0365 -3.5078 0.13 -0.03 -0.03
C -2.7975 0.1138 -2.4238 -0.68 0.00 -0.02
O -1.6296 -0.1689 -2.0441 0.80 -0.13 0.34
C -3.9942 -0.4303 -1.8320 0.63 0.40 -0.28
C -3.9285 -1.4431 -0.8310 -0.29 -0.38 0.18
O -2.9531 -2.0854 -0.4303 -0.86 -0.04 0.10
C -5.2589 0.0064 -2.2768 0.15 0.03 -0.13
H -4.3430 2.0897 -4.7748 0.02 0.02 0.02
H -2.0983 1.4366 -3.9742 0.05 0.01 0.01
H -4.9121 -1.7046 -0.3862 0.13 -0.04 -0.10
H -6.1446 -0.3902 -1.8031 -0.14 -0.04 0.04
O -1.3314 -3.3984 1.4011 1.48 0.04 0.56
C -0.3418 -2.8342 0.9881 -3.41 0.77 -1.86
C 1.0323 -3.0102 1.3433 2.99 -0.24 1.08
C 1.4174 -3.7636 2.4721 -0.75 0.29 -0.87
C 2.7385 -3.8451 2.8308 0.76 0.10 -0.03
C 3.7297 -3.1931 2.0862 -0.49 -0.19 0.25
C 3.3858 -2.4569 0.9662 0.03 -0.05 -0.06
C 2.0555 -2.3652 0.5893 -1.17 -0.48 0.70
P 1.3747 -1.3927 -0.7463 -0.06 -0.19 -0.64
C 2.7947 -0.5213 -1.4623 -0.22 -0.07 0.15
C 3.5924 -1.1234 -2.4275 -0.05 0.04 0.03
C 4.7134 -0.4601 -2.8911 0.11 -0.04 -0.10
C 5.0356 0.7947 -2.3972 0.01 0.05 0.02
C 4.2366 1.3942 -1.4362 0.09 0.12 0.04
C 3.1176 0.7350 -0.9609 -0.10 -0.10 -0.07
C 0.8882 -2.6039 -2.0293 0.58 -0.34 -0.49
C 1.1007 -3.9813 -1.9351 0.07 0.29 -0.04
C 0.6648 -4.8148 -2.9519 0.01 -0.13 -0.06
C 0.0331 -4.2939 -4.0694 -0.05 -0.02 -0.03
C -0.1701 -2.9240 -4.1747 0.11 -0.04 -0.05
C 0.2633 -2.0813 -3.1716 0.43 0.06 0.04
H 0.6474 -4.2569 3.0442 -0.10 -0.05 0.10
H 3.0162 -4.4094 3.7083 0.05 -0.03 0.09
H 4.7594 -3.2507 2.3998 0.15 -0.03 0.03
H 4.1462 -1.9441 0.3906 -0.01 0.01 -0.01
H 3.3276 -2.1024 -2.8050 0.02 -0.03 -0.07
H 5.3382 -0.9206 -3.6423 0.06 -0.04 -0.06
H 5.9132 1.3084 -2.7620 0.05 0.05 -0.04
H 4.4800 2.3759 -1.0597 0.04 0.09 0.04
H 2.4854 1.1831 -0.2046 0.02 0.09 0.01
H 1.6217 -4.3927 -1.0791 -0.07 -0.03 0.02
H 0.8353 -5.8799 -2.8776 0.00 -0.07 0.01
H -0.2830 -4.9479 -4.8705 -0.07 -0.05 0.02
H -0.6591 -2.5122 -5.0454 -0.03 0.04 -0.07
H 0.1453 -1.0064 -3.2601 -0.18 -0.14 0.00
O 1.1181 6.5749 2.0602 0.05 0.05 -0.02
S 0.7645 6.9823 3.4056 -0.30 -0.30 0.28
O 1.8600 6.9562 4.3641 -0.01 0.13 -0.11
O -0.1164 8.1345 3.4872 0.15 -0.04 0.00
C -0.2838 5.6008 4.0425 1.12 1.71 -0.53
N -0.8424 5.7974 5.2168 -0.79 -0.44 1.00
C -1.5600 4.7755 5.6810 0.34 0.57 -0.17
C -1.7072 3.5923 4.9843 0.17 -0.58 -0.78
C -1.0614 3.4868 3.7401 0.09 1.91 1.41
N -0.3425 4.5401 3.2973 -0.62 -2.02 -0.54
C -1.1013 2.3265 2.8729 -0.02 -1.48 -1.17
C -1.7614 1.1225 3.1839 0.30 0.84 0.08
C -1.7423 0.0862 2.2765 0.13 -0.09 -0.43
N -1.1251 0.1626 1.0970 -0.07 0.84 0.62
C -0.4910 1.3017 0.7853 -0.31 -0.48 0.05
C -0.4487 2.3863 1.6246 -0.26 0.25 0.67
H -2.0258 4.9310 6.6463 -0.08 -0.11 0.07
H -2.2988 2.7856 5.3855 -0.08 -0.08 0.08
H -2.2875 0.9889 4.1167 -0.02 0.04 0.09
H -2.2420 -0.8536 2.4864 -0.01 -0.02 0.01
H -0.0188 1.3236 -0.1943 -0.04 0.00 0.08
H 0.0663 3.2937 1.3493 0.03 0.10 -0.01
```
Forces are in eV/Å.

Atomic partial charges in e from the Löwdin method, atoms 1 to 8: atom 1 (Pd): 0.771, atom 2 (Cl): 0.622, atom 3 (C): -0.691, atom 4 (C): -0.107, atom 5 (C): -0.006, atom 6 (C): -0.360, atom 7 (O): -0.139, atom 8 (C): -0.134

---

This record from the Open Molecules 2025 dataset describes a structure of composition C35H24N6O7STa. The level of theory is ωB97M-V/def2-TZVPD.

Output
gap between HOMO and LUMO (alpha / beta)	6.079 / 6.106	eV
charge	+1
E	-2658.36318	a.u.
strongest force on any atom	1.90	eV/Å

XYZ file:
```
74
Properties=species:S:1:pos:R:3:forces:R:3
Ta -0.8303 0.2836 0.0561 0.80 -0.97 0.55
C -1.9484 -2.0634 2.6808 -0.08 -0.33 -0.15
O -1.5373 -0.7409 2.3235 0.47 0.50 -0.48
C -1.1249 0.0841 3.3420 0.04 0.33 0.14
C -0.8151 -0.3474 4.6196 -0.05 -0.16 -0.03
C -0.4300 0.5775 5.5775 0.00 0.03 0.00
C -0.3384 1.9257 5.2640 0.02 -0.09 0.06
C -0.6162 2.3514 3.9808 -0.10 -0.02 -0.22
C -1.0176 1.4360 3.0103 -0.03 -0.10 0.61
N -1.2583 1.7869 1.6636 0.13 0.16 -1.30
N -1.1956 3.0304 1.4077 -0.12 -0.20 0.76
C -1.2952 3.5999 0.1931 -0.09 -0.21 -0.76
C -1.6197 2.8936 -0.9926 0.28 1.19 0.49
O -1.7582 1.5835 -0.9381 -0.48 0.33 -0.50
C -1.8108 3.5917 -2.1942 -0.09 -0.41 -0.24
C -1.5894 4.9360 -2.2524 0.01 -0.01 0.09
C -1.1894 5.6837 -1.1172 0.01 -0.08 0.22
C -0.9062 7.0614 -1.2055 -0.01 0.06 -0.02
C -0.5347 7.7668 -0.0930 -0.02 0.09 -0.13
C -0.4454 7.1223 1.1491 -0.02 -0.19 0.00
C -0.7108 5.7787 1.2608 0.00 0.13 0.08
C -1.0757 5.0306 0.1310 0.00 -0.07 0.00
H -2.6546 -2.0177 3.5087 0.02 0.06 -0.01
H -2.4467 -2.4739 1.8073 0.03 0.04 0.01
H -1.0928 -2.6858 2.9452 0.05 0.08 0.00
H -0.8629 -1.3945 4.8809 -0.04 0.00 -0.03
H -0.1949 0.2315 6.5745 0.01 0.02 0.00
H -0.0300 2.6361 6.0176 0.01 0.03 -0.03
H -0.5138 3.3892 3.7058 -0.01 0.03 0.02
H -2.0983 3.0275 -3.0712 0.00 0.01 0.00
H -1.7170 5.4585 -3.1924 0.03 -0.03 -0.03
H -0.9785 7.5456 -2.1712 -0.02 0.03 0.01
H -0.3139 8.8227 -0.1680 0.01 0.00 -0.01
H -0.1543 7.6868 2.0245 -0.02 0.00 0.01
H -0.6420 5.2855 2.2180 0.04 0.01 0.02
O 5.3467 0.6922 -0.2329 0.00 0.13 0.01
C 4.1754 0.9038 -0.1812 0.17 -0.04 -0.03
C 3.2337 1.1320 -1.3825 -0.16 0.13 -0.26
O 3.5364 1.4957 -2.4832 0.03 -0.16 0.00
C 1.8913 0.8571 -0.8223 0.30 -0.19 0.73
C 1.9491 0.7182 0.5398 0.44 0.09 -0.97
O 0.7992 0.4488 1.1391 -0.14 0.02 0.34
C 3.2951 0.8661 1.0822 -0.08 -0.02 0.38
O 3.6534 0.9456 2.2278 0.01 -0.13 -0.09
O 0.7217 0.7346 -1.3972 -1.59 -0.22 1.02
S -2.9277 -1.0069 -0.4339 0.69 0.09 -0.19
C -2.1525 -2.4780 -1.0020 -0.25 0.71 0.08
N -2.9446 -3.4856 -1.3128 -0.19 -0.35 0.13
N -2.5655 -4.5345 -1.9534 -0.12 -0.02 0.18
C -1.5421 -4.7290 -2.9033 0.58 -0.03 -0.46
C -0.9325 -3.6610 -3.5603 -0.23 -0.05 -0.10
C -0.0811 -3.9116 -4.6196 -0.05 -0.02 0.00
C 0.1961 -5.2167 -5.0073 0.01 -0.11 0.02
C -0.3822 -6.2789 -4.3266 0.09 0.07 -0.14
C -1.2581 -6.0388 -3.2839 -0.16 0.13 0.29
N -0.8350 -2.6549 -0.9640 0.51 -0.47 0.84
N -0.1252 -1.8242 -0.2833 -0.99 0.19 -0.46
C 1.2045 -2.2955 -0.0754 0.79 -0.20 -0.04
C 1.8118 -2.1694 1.1729 -0.31 -0.03 -0.04
C 3.1070 -2.6202 1.3616 0.04 -0.04 -0.02
C 3.8003 -3.2154 0.3171 -0.03 0.02 0.05
C 3.1827 -3.3757 -0.9158 0.05 -0.07 -0.01
C 1.8921 -2.9212 -1.1160 -0.24 0.24 0.00
H -3.2301 -5.2922 -1.8735 -0.12 0.06 -0.14
H -1.1603 -2.6451 -3.2701 0.08 -0.05 -0.21
H 0.3578 -3.0826 -5.1578 0.02 0.02 0.02
H 0.8527 -5.4041 -5.8456 0.04 0.00 0.03
H -0.1647 -7.2958 -4.6222 -0.01 -0.01 0.02
H -1.7265 -6.8645 -2.7604 -0.02 -0.01 -0.03
H 1.2724 -1.7300 2.0000 0.00 0.06 0.00
H 3.5725 -2.4995 2.3305 0.01 -0.01 0.00
H 4.8145 -3.5580 0.4702 0.01 0.00 -0.03
H 3.7070 -3.8638 -1.7263 0.02 0.05 -0.02
H 1.4018 -3.0246 -2.0751 0.06 -0.04 -0.03
```
Forces are in eV/Å.

Atomic partial charges in e from the Löwdin method, atoms 1 to 8: atom 1 (Ta): 1.823, atom 2 (C): -0.046, atom 3 (O): -0.233, atom 4 (C): -0.231, atom 5 (C): 0.002, atom 6 (C): -0.043, atom 7 (C): -0.052, atom 8 (C): 0.013